(1)
{
  "formula": "C51H48Cl2N6NiO2PSTe",
  "method": "the ωB97M-V functional and the def2-TZVPD basis",
  "gap_ev": [7.4, 6.7],
  "e_lumo_ev": [-1.9, -2.6],
  "charge": 1,
  "e_above_lowest_kcal_mol": 0.0,
  "molar_mass_g_mol": 1097.22,
  "homo_energy_ev": [-9.3, -9.3],
  "multiplicity": 3,
  "symbols": ["Ni", "N", "P", "C", "C", "C", "C", "C", "C", "C", "C", "C", "C", "C", "C", "C", "C", "C", "C", "C", "N", "H", "H", "H", "H", "H", "H", "H", "H", "H", "H", "H", "H", "H", "H", "H", "C", "C", "C", "C", "C", "O", "C", "C", "C", "C", "C", "C", "C", "O", "C", "C", "C", "N", "C", "C", "Te", "C", "C", "C", "C", "C", "C", "C", "C", "C", "C", "C", "C", "H", "H", "H", "H", "H", "H", "H", "H", "H", "H", "H", "H", "H", "H", "H", "H", "H", "H", "H", "H", "H", "H", "H", "H", "C", "C", "C", "N", "N", "C", "N", "S", "H", "H", "H", "H", "H", "H", "H", "Cl", "C", "Cl", "H", "H"],
  "coordinates": [[0.062, -0.442, 0.944], [-2.025, -2.072, -0.459], [-0.330, -2.387, -0.356], [-0.496, -4.116, 0.213], [-0.204, -5.209, -0.593], [-0.417, -6.500, -0.121], [-0.907, -6.706, 1.157], [-1.208, -5.615, 1.968], [-1.010, -4.329, 1.495], [0.192, -2.566, -2.089], [1.522, -2.899, -2.364], [1.946, -3.090, -3.669], [1.052, -2.933, -4.719], [-0.261, -2.575, -4.454], [-0.691, -2.395, -3.146], [-2.639, -0.882, -0.139], [-3.896, -0.568, -0.675], [-4.507, 0.603, -0.305], [-3.860, 1.469, 0.583], [-2.632, 1.096, 1.058], [-2.034, -0.072, 0.739], [-2.549, -2.650, -1.102], [0.193, -5.062, -1.589], [-0.198, -7.345, -0.761], [-1.057, -7.713, 1.524], [-1.610, -5.770, 2.961], [-1.266, -3.481, 2.118], [2.236, -3.023, -1.562], [2.976, -3.359, -3.862], [1.382, -3.075, -5.740], [-0.960, -2.427, -5.267], [-1.709, -2.077, -2.981], [-4.353, -1.238, -1.391], [-5.472, 0.861, -0.720], [-4.303, 2.405, 0.890], [-2.081, 1.733, 1.741], [-0.845, 6.121, -1.375], [-0.696, 4.634, -1.161], [-1.240, 3.706, -2.037], [-1.107, 2.332, -1.872], [-1.889, 1.435, -2.756], [-1.566, 0.288, -3.002], [-3.185, 1.938, -3.354], [-4.022, 2.859, -2.727], [-5.209, 3.253, -3.328], [-5.570, 2.734, -4.564], [-4.757, 1.791, -5.181], [-3.578, 1.390, -4.573], [-0.269, 1.810, -0.834], [0.001, 0.551, -0.756], [0.230, 2.762, 0.115], [-0.021, 4.130, -0.070], [1.100, 2.365, 1.223], [1.296, 1.127, 1.552], [2.412, 0.766, 2.434], [3.432, 0.020, 1.590], [4.741, 1.256, 0.444], [3.439, 1.596, -1.178], [2.589, 0.613, -1.669], [1.756, 0.884, -2.747], [1.774, 2.136, -3.343], [2.644, 3.112, -2.873], [3.479, 2.843, -1.797], [1.772, 3.473, 1.981], [2.708, 4.299, 1.372], [3.309, 5.320, 2.092], [2.966, 5.532, 3.421], [2.020, 4.718, 4.030], [1.427, 3.691, 3.311], [-1.513, 6.335, -2.208], [0.120, 6.584, -1.593], [-1.243, 6.611, -0.484], [-1.794, 4.071, -2.894], [-3.755, 3.257, -1.756], [-5.852, 3.970, -2.834], [-6.481, 3.063, -5.046], [-5.041, 1.372, -6.137], [-2.936, 0.653, -5.037], [0.345, 4.832, 0.669], [2.048, 0.095, 3.212], [2.870, 1.621, 2.922], [2.930, -0.660, 0.904], [4.090, -0.577, 2.222], [2.558, -0.370, -1.212], [1.075, 0.119, -3.100], [1.118, 2.350, -4.178], [2.670, 4.088, -3.342], [4.167, 3.605, -1.447], [2.958, 4.139, 0.329], [4.044, 5.953, 1.613], [3.430, 6.334, 3.980], [1.748, 4.878, 5.065], [0.687, 3.053, 3.782], [1.848, -4.710, 5.440], [2.177, -3.249, 5.125], [1.055, -2.538, 4.442], [1.138, -1.983, 3.292], [-0.035, -1.381, 2.876], [-1.002, -1.512, 3.756], [-2.256, -1.060, 3.600], [-0.528, -2.386, 5.163], [2.703, -5.195, 5.907], [1.593, -5.261, 4.533], [1.004, -4.789, 6.127], [3.041, -3.177, 4.463], [2.425, -2.722, 6.048], [-2.500, -0.597, 2.740], [-2.944, -1.178, 4.320], [3.164, -6.290, 0.389], [3.248, -4.967, 1.547], [2.710, -3.417, 0.867], [4.282, -4.850, 1.846], [2.607, -5.196, 2.390]],
  "atomic_forces_ev_per_a": [[0.0, 0.7, 0.1], [0.2, 0.3, -0.2], [-0.9, -0.4, -0.2], [0.1, 0.0, 0.1], [0.0, 0.0, 0.0], [0.0, 0.0, 0.0], [0.0, 0.0, 0.0], [0.0, 0.0, 0.0], [0.1, 0.0, 0.0], [0.2, 0.1, 0.1], [0.0, 0.0, 0.0], [0.0, 0.0, 0.0], [0.0, 0.0, 0.0], [0.0, 0.0, 0.0], [0.0, -0.1, -0.1], [0.0, -0.1, 0.1], [0.0, 0.0, 0.0], [0.0, 0.0, 0.0], [-0.1, 0.0, 0.0], [0.2, -0.1, 0.1], [0.1, -0.2, 0.1], [0.0, 0.0, 0.1], [0.0, 0.0, 0.0], [0.0, 0.0, 0.0], [0.0, 0.0, 0.0], [0.0, 0.0, 0.0], [0.0, 0.0, 0.0], [0.0, 0.0, 0.0], [0.0, 0.0, 0.0], [0.0, 0.0, 0.0], [0.0, 0.0, 0.0], [0.0, 0.0, 0.0], [0.0, 0.0, 0.0], [0.0, 0.0, 0.0], [0.0, 0.0, 0.0], [0.0, 0.0, 0.0], [0.0, -0.1, 0.0], [0.0, 0.1, -0.1], [0.0, 0.0, -0.1], [0.0, 0.0, 0.0], [-0.2, 0.1, 0.0], [0.1, -0.1, -0.1], [0.1, 0.0, 0.0], [0.0, 0.0, 0.0], [0.0, 0.0, 0.0], [0.0, 0.0, 0.0], [0.0, 0.0, 0.0], [0.0, 0.0, -0.1], [0.0, -0.1, 0.2], [-0.4, 0.0, 0.1], [0.0, 0.0, 0.1], [0.0, -0.1, 0.1], [0.1, 0.0, -0.1], [-0.3, 0.1, 0.4], [-0.1, -0.1, 0.0], [0.2, -0.1, 0.2], [0.1, -0.1, -0.1], [0.0, -0.1, -0.1], [0.2, 0.1, -0.1], [0.3, -0.1, -0.2], [0.1, -0.1, 0.0], [0.1, 0.0, 0.1], [-0.1, 0.0, -0.2], [0.0, -0.1, 0.0], [0.0, 0.0, 0.0], [0.0, 0.0, 0.0], [0.0, 0.0, 0.0], [0.0, 0.0, 0.0], [0.0, 0.0, 0.0], [0.0, 0.0, 0.0], [0.0, 0.0, 0.0], [0.0, 0.0, 0.0], [0.0, 0.0, 0.0], [0.0, 0.0, 0.0], [0.0, 0.0, 0.0], [0.0, 0.0, 0.0], [0.0, 0.0, 0.0], [0.0, 0.0, 0.0], [0.0, 0.0, 0.0], [-0.1, 0.1, 0.0], [0.0, 0.1, 0.0], [0.1, -0.1, 0.0], [0.0, 0.0, 0.0], [0.0, 0.0, 0.0], [0.0, 0.0, 0.0], [0.0, 0.0, 0.0], [0.0, 0.0, 0.0], [0.0, 0.0, 0.0], [0.0, 0.0, 0.1], [0.0, 0.0, 0.0], [0.0, 0.0, 0.0], [0.0, 0.0, 0.0], [0.0, 0.0, 0.0], [0.0, 0.0, 0.0], [-0.1, -0.1, 0.0], [0.0, 0.0, 0.0], [-0.2, 0.1, -0.2], [0.1, 0.0, 0.1], [0.1, 0.0, -0.1], [0.1, 0.0, 0.0], [0.0, -0.1, 0.1], [0.0, 0.0, 0.0], [0.0, 0.0, 0.0], [0.0, 0.0, 0.0], [0.0, 0.0, 0.0], [0.0, 0.0, 0.0], [-0.1, 0.0, 0.0], [0.0, 0.0, 0.0], [0.0, 0.0, 0.0], [0.0, 0.0, 0.0], [0.3, -0.1, 0.1], [0.0, 0.0, 0.0], [0.0, 0.0, 0.0]],
  "mulliken_spin": [1.775, -0.006, 0.008, 0.028, 0.005, -0.001, 0.003, -0.002, 0.003, -0.012, 0.012, -0.001, 0.003, -0.001, 0.006, 0.014, 0.004, -0.001, 0.004, -0.003, 0.049, 0.001, 0.001, 0.000, 0.000, 0.000, 0.001, -0.003, 0.000, 0.000, 0.000, 0.001, 0.000, 0.000, 0.000, 0.002, -0.001, 0.005, 0.000, 0.008, -0.002, 0.000, 0.001, 0.000, 0.000, 0.000, 0.000, 0.000, 0.036, 0.025, -0.041, -0.003, 0.029, 0.040, -0.019, 0.015, 0.001, 0.006, 0.001, 0.000, 0.001, -0.001, 0.001, 0.002, 0.001, 0.000, 0.000, 0.000, -0.001, 0.000, 0.000, 0.000, 0.000, 0.001, 0.000, 0.000, 0.000, 0.000, 0.000, 0.007, 0.004, -0.008, 0.002, -0.012, 0.000, 0.000, 0.000, 0.000, 0.000, 0.000, 0.000, 0.000, 0.000, 0.000, 0.000, 0.002, 0.000, -0.001, 0.012, -0.003, 0.004, 0.000, 0.000, 0.000, 0.000, 0.000, -0.002, 0.000, 0.000, 0.001, -0.003, 0.000, 0.000]
}

(2)
{
  "formula": "C51H48N3O4P2STc",
  "method": "the ωB97M-V functional and the def2-TZVPD basis",
  "gap_ev": [7.6, 7.3],
  "e_lumo_ev": [-2.7, -2.6],
  "charge": 1,
  "molar_mass_g_mol": 958.98,
  "homo_energy_ev": [-10.3, -9.9],
  "multiplicity": 2,
  "symbols": ["Tc", "C", "C", "C", "C", "C", "C", "C", "P", "C", "C", "C", "C", "C", "C", "C", "C", "C", "C", "C", "C", "C", "C", "H", "H", "H", "H", "H", "H", "H", "H", "H", "H", "H", "H", "H", "H", "H", "H", "H", "H", "H", "H", "N", "P", "C", "C", "C", "C", "C", "C", "C", "C", "C", "C", "C", "C", "C", "C", "C", "C", "C", "N", "H", "H", "H", "H", "H", "H", "H", "H", "H", "H", "H", "H", "H", "H", "H", "O", "N", "C", "C", "C", "C", "C", "H", "H", "H", "H", "H", "C", "S", "O", "O", "O", "H", "H", "H", "C", "C", "C", "C", "C", "C", "C", "H", "H", "H", "H", "H"],
  "coordinates": [[12.728, 12.332, 15.136], [13.010, 9.459, 20.936], [13.237, 10.937, 21.001], [13.801, 11.460, 22.163], [14.016, 12.816, 22.325], [13.570, 13.699, 21.356], [12.979, 13.206, 20.210], [12.876, 11.830, 19.983], [12.327, 11.435, 18.287], [12.534, 9.659, 17.920], [11.393, 8.864, 17.842], [11.495, 7.507, 17.601], [12.746, 6.934, 17.446], [13.883, 7.719, 17.519], [13.798, 9.086, 17.754], [15.027, 9.931, 17.835], [10.556, 11.771, 18.125], [9.794, 11.598, 19.287], [8.427, 11.770, 19.270], [7.807, 12.136, 18.083], [8.558, 12.302, 16.940], [9.949, 12.119, 16.912], [10.620, 12.328, 15.592], [12.840, 9.062, 21.934], [13.879, 8.948, 20.521], [12.149, 9.217, 20.322], [14.070, 10.784, 22.964], [14.501, 13.182, 23.218], [13.679, 14.766, 21.487], [12.575, 13.888, 19.480], [10.419, 9.314, 17.973], [10.603, 6.902, 17.542], [12.834, 5.872, 17.278], [14.855, 7.258, 17.409], [15.922, 9.328, 17.980], [14.948, 10.644, 18.657], [15.138, 10.501, 16.908], [10.292, 11.318, 20.206], [7.845, 11.621, 20.167], [6.738, 12.293, 18.056], [8.066, 12.592, 16.023], [10.318, 13.337, 15.296], [10.104, 11.684, 14.867], [14.829, 10.572, 13.655], [14.882, 12.257, 13.954], [16.631, 12.456, 14.429], [17.060, 13.770, 14.603], [18.345, 14.038, 15.028], [19.217, 12.991, 15.284], [18.802, 11.684, 15.099], [17.510, 11.412, 14.681], [14.979, 13.020, 12.294], [15.468, 12.364, 11.171], [15.475, 13.006, 9.945], [15.009, 14.304, 9.831], [14.521, 14.963, 10.949], [14.499, 14.320, 12.173], [13.739, 9.785, 13.935], [13.690, 8.504, 13.373], [12.596, 7.692, 13.585], [11.570, 8.183, 14.382], [11.700, 9.440, 14.927], [12.749, 10.257, 14.730], [15.513, 10.144, 13.043], [16.367, 14.579, 14.417], [18.673, 15.058, 15.165], [20.215, 13.196, 15.638], [19.489, 10.872, 15.288], [17.194, 10.384, 14.565], [15.844, 11.352, 11.242], [15.857, 12.489, 9.077], [15.032, 14.802, 8.873], [14.154, 15.974, 10.865], [14.073, 14.811, 13.037], [14.513, 8.174, 12.756], [12.539, 6.711, 13.143], [10.681, 7.606, 14.572], [10.923, 9.831, 15.558], [12.444, 12.090, 12.823], [12.241, 12.134, 11.559], [12.621, 11.073, 10.817], [12.551, 11.096, 9.447], [12.060, 12.228, 8.814], [11.615, 13.284, 9.598], [11.708, 13.220, 10.971], [12.993, 10.228, 11.374], [12.889, 10.238, 8.887], [12.021, 12.278, 7.738], [11.203, 14.172, 9.144], [11.390, 14.008, 11.647], [12.394, 16.959, 14.583], [11.642, 15.317, 14.629], [11.052, 15.051, 13.333], [10.731, 15.326, 15.747], [12.814, 14.406, 14.868], [11.675, 17.619, 15.049], [12.579, 17.249, 13.559], [13.311, 16.917, 15.155], [13.160, 12.436, 17.042], [14.016, 13.555, 17.474], [13.438, 14.830, 17.550], [14.206, 15.932, 17.871], [15.562, 15.797, 18.131], [16.146, 14.548, 18.042], [15.384, 13.440, 17.711], [12.383, 14.937, 17.337], [13.738, 16.904, 17.929], [16.151, 16.665, 18.391], [17.203, 14.424, 18.230], [15.873, 12.480, 17.634]],
  "atomic_forces_ev_per_a": [[0.4, 0.4, 1.9], [0.0, -0.1, 0.0], [0.0, 0.0, 0.0], [0.0, 0.1, 0.0], [0.0, 0.0, -0.1], [-0.1, 0.1, 0.0], [-0.1, -0.1, 0.1], [-0.1, 0.2, -0.3], [-0.4, -0.3, -0.5], [-0.1, 0.2, 0.1], [0.0, 0.1, 0.1], [0.0, 0.0, 0.2], [-0.1, 0.0, 0.0], [0.0, 0.1, 0.0], [0.0, 0.1, 0.0], [0.1, 0.0, -0.1], [0.2, 0.1, 0.1], [0.0, 0.0, 0.1], [0.1, -0.1, 0.1], [0.1, 0.0, 0.0], [0.0, 0.0, 0.0], [0.1, -0.1, 0.2], [0.1, 0.2, -0.7], [0.0, 0.0, 0.1], [0.0, -0.1, -0.1], [0.0, -0.2, 0.1], [0.0, -0.1, 0.0], [0.0, 0.0, 0.1], [0.0, 0.1, 0.0], [0.1, 0.1, 0.1], [-0.1, 0.0, 0.0], [-0.1, -0.1, 0.0], [0.0, -0.1, 0.0], [0.1, 0.0, 0.0], [0.0, 0.0, 0.0], [0.2, 0.1, 0.0], [0.1, 0.0, 0.0], [0.0, 0.0, 0.1], [0.0, 0.0, 0.1], [-0.1, 0.0, 0.0], [0.0, 0.0, -0.1], [-0.1, -0.3, 0.0], [0.1, -0.1, 0.0], [0.2, 0.0, -0.1], [0.6, -0.6, -0.5], [-0.3, 0.1, 0.4], [-0.1, 0.0, 0.0], [0.1, 0.1, 0.0], [0.0, 0.0, 0.0], [0.2, 0.0, 0.1], [-0.2, -0.1, 0.0], [-0.2, 0.1, 0.2], [0.0, 0.1, 0.3], [0.1, 0.0, -0.1], [0.1, 0.0, 0.0], [0.2, 0.1, -0.1], [0.0, 0.0, 0.1], [0.0, -0.2, 0.1], [-0.1, -0.2, 0.0], [0.1, 0.5, 0.2], [0.0, 0.1, 0.0], [-0.2, -0.1, -0.1], [0.4, -0.6, -0.4], [-0.1, 0.0, 0.1], [0.0, 0.2, 0.0], [0.0, 0.1, 0.0], [0.1, 0.0, 0.0], [0.0, -0.1, 0.0], [0.0, -0.1, 0.0], [0.0, -0.1, 0.0], [0.0, 0.0, -0.1], [0.0, 0.0, -0.1], [-0.1, 0.1, 0.0], [0.0, 0.0, 0.0], [0.1, 0.0, 0.0], [0.0, -0.1, -0.1], [-0.1, 0.0, 0.1], [-0.1, 0.1, 0.0], [-0.3, -0.1, 1.1], [-0.2, -0.1, -0.8], [0.1, -0.3, -0.2], [-0.2, 0.2, 0.0], [-0.1, 0.0, 0.1], [0.0, -0.3, -0.3], [-0.2, 0.4, 0.1], [0.0, 0.1, 0.1], [0.0, -0.1, 0.0], [-0.1, 0.0, -0.1], [0.0, 0.1, 0.0], [0.1, -0.1, 0.0], [-0.3, -0.8, 0.0], [-0.2, 1.0, -0.2], [0.0, 0.1, 0.0], [0.0, 0.2, 0.2], [0.0, 0.0, -0.1], [-0.1, 0.2, 0.0], [0.1, 0.0, -0.2], [0.2, 0.1, 0.1], [-0.3, -0.5, -1.4], [0.4, 0.7, -0.3], [0.1, -0.1, 0.0], [-0.2, 0.0, 0.1], [0.1, 0.0, 0.0], [0.1, 0.1, 0.1], [-0.2, -0.3, 0.0], [0.0, 0.1, 0.0], [0.0, 0.1, 0.0], [0.1, 0.0, 0.0], [0.1, 0.0, 0.0], [0.0, -0.1, -0.1]],
  "mulliken_spin": [1.599, -0.001, -0.003, -0.001, 0.001, -0.002, 0.003, 0.015, -0.057, -0.014, 0.001, 0.000, 0.001, 0.004, 0.018, -0.026, -0.049, -0.006, 0.000, 0.001, 0.006, 0.030, -0.060, 0.000, 0.000, 0.000, 0.000, 0.000, 0.000, -0.002, 0.000, 0.000, 0.000, 0.000, 0.000, 0.004, 0.015, -0.001, 0.000, 0.000, 0.000, 0.002, -0.012, -0.002, 0.047, 0.015, 0.002, -0.001, 0.000, 0.000, 0.001, -0.013, -0.002, 0.000, 0.000, 0.000, -0.004, 0.024, -0.002, 0.010, -0.001, 0.060, -0.067, 0.000, -0.001, 0.000, 0.000, 0.000, 0.000, 0.000, 0.000, 0.000, 0.000, 0.002, 0.000, 0.000, 0.000, -0.007, 0.015, 0.004, 0.007, -0.004, 0.005, -0.003, 0.009, 0.001, 0.000, 0.000, 0.000, -0.001, -0.001, 0.000, 0.003, -0.001, -0.008, 0.000, 0.000, 0.000, -0.497, -0.058, 0.008, -0.003, 0.003, -0.003, -0.014, 0.002, -0.001, 0.000, 0.000, 0.010]
}